Entry from OMol25: C3H2F3NS in the gas phase at a distorted geometry (ωB97M-V/def2-TZVPD).

Geometry as ORCA input:
```
! RIJCOSX wB97M-V def2-TZVPD def2/J DEFGRID3
* xyz 0 1
C -1.52 -1.20 0.17
C 0.71 -0.40 -0.19
C 0.38 1.21 0.11
N -0.34 -1.28 0.02
F -2.52 -2.05 0.20
F 0.29 1.31 1.45
F 1.53 1.86 -0.16
S -1.03 1.75 -0.82
H 1.09 -0.70 -1.28
H 1.42 -0.49 0.49
*
```

**Molar mass**: 141.12 g/mol
**Orbital gap (alpha / beta)**: 8.608 / 6.401 eV

Results of the natural (NBO) charge analysis, in e, for atoms 1 through 8: 0.708, -0.261, 0.486, -0.432, -0.275, -0.340, -0.337, -0.010